(1)
Density functional theory data (the ωB97M-V functional and the def2-TZVPD basis) for a cluster of 6 separate species, C21H42FN2O11PS6 in total in a non-equilibrium geometry.

Calculated values
**Electronic energy**: -124974.9250 eV
**Gap between HOMO and LUMO**: 4.6 eV
**Max |F|**: 1.8 eV/A
**Total charge**: -2
**E_LUMO**: 2.784 eV

Last column: Löwdin charge in e.
CARTESIAN COORDINATES (ANGSTROEM)
C: -5.55890 -5.42701 2.01965  -0.071
C: -4.06402 -5.21794 2.05872  -0.274
C: -3.20830 -5.99895 2.81188  -0.072
C: -1.84635 -5.72996 2.82688  -0.078
C: -1.32748 -4.67936 2.10332  -0.038
C: -2.17109 -3.87448 1.34745  -0.199
C: -1.57887 -2.73533 0.55039  -0.164
N: -0.76705 -1.82947 1.34493  -0.045
C: 0.16952 -1.08450 0.43178  -0.741
O: 1.37488 -1.18861 0.66788  -0.015
O: -0.40728 -0.42202 -0.46860  -0.060
C: -1.47520 -1.01667 2.32211  -0.442
P: -3.17200 -0.38859 1.78375  0.755
N: -3.26183 0.43331 0.43973  -0.321
C: -1.73427 -1.76897 3.73452  -0.732
O: -2.94374 -1.69222 4.04573  -0.101
O: -0.77251 -2.31872 4.27068  -0.002
S: -0.53089 0.45950 2.82435  0.618
O: 0.81459 0.21847 3.21063  -0.243
O: -1.36271 1.15877 3.76132  -0.298
F: -0.50822 1.39313 1.56566  -0.166
C: -3.52306 -4.16248 1.33159  -0.026
H: -5.91239 -6.09965 2.79744  0.052
H: -6.01060 -4.44929 2.21248  0.076
H: -5.89504 -5.74489 1.03240  0.071
H: -3.61059 -6.81596 3.39681  0.085
H: -1.18899 -6.34050 3.43501  0.094
H: -0.26756 -4.46500 2.14177  0.123
H: -0.87115 -3.18821 -0.15120  0.136
H: -2.33024 -2.23809 -0.07907  0.106
H: -3.65273 0.30784 2.88825  0.000
H: -3.96985 -1.53493 1.73055  -0.009
H: -2.36109 0.49403 -0.02813  -0.077
H: -4.17777 -3.52573 0.74391  0.109
C: 3.44276 5.24528 2.71919  -0.254
S: 2.38425 4.69311 1.37297  0.836
O: 1.81802 5.92794 0.75512  -0.550
C: 1.12862 3.96016 2.41371  -0.236
H: 4.29026 5.77140 2.28332  0.045
H: 2.87868 5.91776 3.36561  0.054
H: 3.79314 4.37730 3.27728  0.057
H: 0.72593 4.71871 3.08538  0.064
H: 1.56015 3.13024 2.97455  0.064
H: 0.34077 3.57798 1.77043  0.048
C: 4.70714 0.67822 -3.11624  -0.297
S: 4.39521 -0.85108 -2.22620  0.805
O: 4.53238 -1.97561 -3.20454  -0.593
C: 2.66056 -0.50066 -1.99364  -0.274
H: 5.75355 0.71258 -3.41474  0.043
H: 4.06767 0.72894 -3.99784  0.055
H: 4.49963 1.51243 -2.45164  0.019
H: 2.19716 -0.37254 -2.97350  0.061
H: 2.56947 0.40844 -1.40237  0.057
H: 2.17647 -1.29875 -1.43690  0.034
C: -7.15191 -9.80130 1.37215  -0.274
S: -6.00434 -9.28420 2.65936  0.799
O: -4.95839 -8.47930 2.00080  -0.520
C: -5.29959 -10.91697 2.94097  -0.277
H: -7.66728 -8.90888 1.02348  0.048
H: -6.59347 -10.25168 0.55144  0.055
H: -7.87311 -10.50766 1.78502  0.046
H: -4.87253 -11.29037 2.01024  0.055
H: -6.07202 -11.59152 3.31237  0.046
H: -4.51682 -10.80562 3.68811  0.049
C: 4.94733 6.46262 -2.57337  -0.287
S: 4.83856 4.84518 -1.80134  0.809
O: 5.02040 3.84700 -2.89128  -0.562
C: 3.08186 4.91388 -1.44270  -0.315
H: 5.96881 6.60052 -2.92202  0.047
H: 4.26173 6.49881 -3.41820  0.020
H: 4.69993 7.23909 -1.85033  0.059
H: 2.53145 5.06459 -2.37121  0.068
H: 2.88219 5.72069 -0.73699  -0.003
H: 2.79800 3.96369 -0.99451  0.023
C: 2.55394 8.51800 -6.16190  -0.265
S: 4.23335 8.45420 -5.52982  0.788
O: 4.28624 9.35750 -4.35210  -0.542
C: 4.98671 9.34381 -6.89779  -0.275
H: 1.90904 8.04829 -5.42242  0.054
H: 2.26033 9.55785 -6.30497  0.056
H: 2.49900 7.96546 -7.09970  0.054
H: 4.52432 10.32663 -6.98904  0.055
H: 4.86161 8.76936 -7.81555  0.051
H: 6.04560 9.45091 -6.67318  0.048


(2)
Density functional theory data (the ωB97M-V functional and the def2-TZVPD basis) for a structure of composition C21H42MnO21 in a non-equilibrium geometry.

Calculated values
**Multiplicity**: 6
**Energy relative to the best compared isomer or geometry (same formula, charge and spin)**: 2.345 eV
**Electronic energy**: -96762.7189 eV
**Gap between HOMO and LUMO (alpha / beta)**: 11.3 / 11.7 eV
**Max |F|**: 5.6 eV/A
**Total charge**: +2
**E_LUMO (alpha / beta)**: -3.811 / -3.820 eV

Last column: Löwdin charge in e.
CARTESIAN COORDINATES (ANGSTROEM)
Mn: -0.10960 -0.24713 0.15977  0.948
C: -2.01638 2.47922 -2.50872  0.035
O: -0.93237 2.11434 -3.44946  0.004
C: -0.01595 1.20784 -3.04195  -0.495
O: 0.04688 0.74723 -1.91669  0.055
O: 0.74922 0.67577 -4.07340  -0.039
C: 0.49707 1.08786 -5.45993  0.009
H: -2.92080 1.92926 -2.76883  0.097
H: -2.29098 3.52496 -2.64704  0.107
H: -1.76715 2.26005 -1.47047  0.073
H: -0.52677 0.85937 -5.75598  0.100
H: 1.26017 0.59856 -6.06522  0.101
H: 0.71937 2.15350 -5.40415  0.100
C: 0.00595 -4.73143 -2.97690  -0.036
O: -0.34741 -3.62743 -2.17926  -0.005
C: 0.13864 -3.42887 -0.94731  -0.463
O: -0.04551 -2.44699 -0.25986  0.068
O: 0.92193 -4.52691 -0.55327  -0.024
C: 1.38682 -4.62649 0.78497  -0.037
H: -0.44625 -4.62854 -3.96332  0.107
H: -0.34523 -5.67113 -2.55060  0.107
H: 1.07387 -4.91730 -3.09146  0.100
H: 2.07619 -5.46852 0.84708  0.107
H: 0.56748 -4.95069 1.42659  0.093
H: 1.85552 -3.73302 1.19745  0.093
C: -2.58175 -1.74752 -3.33038  -0.008
O: -3.50809 -1.13580 -2.41404  -0.007
C: -3.07418 -0.58600 -1.22096  -0.438
O: -1.92807 -0.69552 -0.82344  0.042
O: -4.05708 0.13680 -0.59228  0.005
C: -5.40908 -0.04780 -0.95806  -0.046
H: -1.52544 -1.67071 -3.07267  0.078
H: -2.77993 -1.45384 -4.36119  0.107
H: -2.74548 -2.82264 -3.25691  0.097
H: -5.68912 0.52945 -1.83922  0.102
H: -6.15583 0.37340 -0.28497  0.099
H: -5.69833 -1.09011 -1.09235  0.108
C: 2.74818 -1.78844 -2.88053  0.042
O: 3.62491 -1.21594 -1.82753  0.042
C: 3.21123 -0.86844 -0.62754  -0.515
O: 2.03629 -0.79286 -0.20160  0.024
O: 4.29274 -0.33556 -0.05138  0.006
C: 4.35088 -0.07220 1.36576  0.005
H: 2.76322 -2.87191 -2.76243  0.091
H: 3.12118 -1.55503 -3.87777  0.106
H: 1.71035 -1.46808 -2.78904  0.073
H: 3.57860 -0.40901 2.05733  0.089
H: 4.46592 1.01069 1.41289  0.097
H: 5.24946 -0.59916 1.68661  0.105
C: 1.80080 0.28768 5.03061  0.003
O: 1.21281 0.29072 3.72253  0.008
C: 0.69977 -0.82252 3.23599  -0.500
O: 0.24684 -0.95228 2.08535  0.028
O: 0.76054 -1.86626 4.07325  0.006
C: 0.21639 -3.16473 3.85710  -0.009
H: 1.15598 -0.15149 5.79181  0.106
H: 1.90993 1.34673 5.26430  0.106
H: 2.70878 -0.31535 5.03595  0.109
H: -0.47624 -3.44348 4.65124  0.108
H: 1.03444 -3.88499 3.84541  0.103
H: -0.34716 -3.27997 2.93123  0.087
C: -1.83353 2.12579 3.91508  -0.008
O: -2.42858 2.56780 2.72297  0.033
C: -2.15448 2.11650 1.52301  -0.432
O: -1.33078 1.22513 1.13791  0.013
O: -3.11557 2.57473 0.65268  -0.051
C: -4.37778 3.26279 0.95150  0.019
H: -0.76826 1.90266 3.85592  0.078
H: -2.30217 1.17064 4.15212  0.113
H: -1.87958 2.85317 4.72558  0.112
H: -5.01839 2.56336 1.48864  0.101
H: -4.77668 3.62245 0.00303  0.103
H: -4.18995 4.10370 1.61911  0.096
C: 3.07292 2.86337 -0.81066  0.002
O: 2.72506 3.32513 0.51461  -0.001
C: 1.69150 2.66603 1.13851  -0.402
O: 1.16809 1.58946 0.67913  0.003
O: 1.25459 3.31451 2.25299  -0.007
C: 1.91071 4.42450 2.84362  -0.029
H: 3.71144 1.98046 -0.78114  0.084
H: 3.63830 3.59603 -1.38656  0.110
H: 2.20707 2.52291 -1.37853  0.088
H: 2.99247 4.29791 2.88678  0.100
H: 1.56119 4.46689 3.87519  0.102
H: 1.78422 5.36271 2.30337  0.106